No. 1
{"formula": "CH11BeN2", "method": "the ωB97M-V functional and the def2-TZVPD basis", "relative_energy_kj_mol": 44.41, "lumo_ev": 2.96, "charge": -1, "gap_ev": 2.819, "elements": ["C", "Be", "N", "H", "H", "H", "H", "H", "H", "H", "H", "N", "H", "H", "H"], "coordinates": [[-1.42857, 1.37572, 0.29367], [0.72971, -0.10254, -0.04523], [1.04707, -1.54275, -0.81631], [1.10616, 0.97133, -0.83494], [2.08808, -1.43142, -0.91637], [-1.27461, 0.25026, 0.17404], [-1.82982, 1.64754, -0.68710], [-0.48700, 1.94024, 0.49388], [-2.15704, 1.46562, 1.12240], [0.84446, -2.37280, -0.26530], [0.68356, -1.65770, -1.77997], [0.97586, -0.24589, 1.70952], [0.20426, -0.06708, 2.35956], [1.63085, 0.54016, 1.87669], [1.43422, -1.16448, 1.94717]], "forces_ev_per_angstrom": [[0.2062, -0.9501, 0.0066], [0.4201, 0.2833, 0.2905], [0.2458, 0.2882, -0.6781], [-0.1318, -0.0182, 0.3174], [-0.3320, -0.4603, 0.2101], [0.0442, 1.0821, 0.4427], [-0.1131, 0.3966, 0.2737], [-0.8677, -0.5941, -0.1231], [0.3178, 0.1127, -0.5688], [0.0445, -0.3262, 0.0371], [0.0069, -0.0427, 0.4633], [0.3583, 0.2666, -0.7614], [-0.1571, -0.4541, -0.0798], [0.3058, -0.4689, 0.2266], [-0.3480, 0.8851, -0.0569]], "mulliken_charge": [-0.8740, -3.8299, 0.6368, -0.1961, -0.1738, 0.1077, 0.3869, 0.2121, 0.3700, -0.0519, 0.4404, 1.5066, 0.6334, 0.0875, -0.2557]}

=====

No. 2
{"formula": "C6H5LuNO6", "method": "the ωB97M-V functional and the def2-TZVPD basis", "relative_energy_kj_mol": 787.79, "lumo_ev": -15.72, "charge": 3, "gap_ev": 6.728, "elements": ["O", "C", "Lu", "O", "C", "C", "O", "C", "O", "N", "C", "C", "O", "O", "H", "H", "H", "H", "H"], "coordinates": [[0.09830, -2.92646, -2.02276], [0.09610, -1.72921, -2.04315], [0.08901, 0.21131, -1.75654], [-2.64331, 0.18165, -3.58562], [-1.59777, 0.19531, -2.98992], [1.73490, 0.22500, -2.98265], [2.76364, 0.23609, -3.57921], [0.04689, 2.15437, -2.01731], [0.03372, 3.33021, -2.02611], [-0.05373, 0.37483, 3.29841], [-0.32999, -0.78143, 2.33081], [0.24505, -0.34503, 0.90772], [1.37253, -0.08545, 0.82720], [-0.69569, -0.35946, 0.06745], [0.94281, 0.56483, 3.35290], [-0.40049, 0.11179, 4.21390], [-0.55532, 1.20775, 2.98677], [0.22294, -1.61646, 2.69418], [-1.36959, -0.94964, 2.32392]], "forces_ev_per_angstrom": [[-0.0040, 8.9430, -0.0676], [0.0115, -18.3802, -1.8239], [-0.7614, -0.1917, 10.2822], [8.4229, 0.1035, 4.7389], [-12.9016, -0.1635, -7.9879], [13.1260, -0.0436, -8.0351], [-7.4290, -0.0551, 4.1691], [-0.3857, 17.2282, -1.9535], [0.0994, -7.3085, 0.1461], [-0.4627, -0.8293, -0.9068], [1.6308, 1.8216, -0.4156], [-4.3934, -2.4930, 6.3724], [4.6657, 1.6444, -2.4295], [-1.1366, 0.3342, -3.3448], [0.3378, 0.1698, 0.1626], [-0.0444, 0.0809, 0.6010], [0.0761, 0.1737, 0.3111], [0.3170, -0.7687, 0.2485], [-1.1685, -0.2657, -0.0671]], "mulliken_charge": [-0.0050, 0.3466, 1.1155, -0.0539, 0.4206, 0.4011, -0.0262, 0.2756, 0.0411, -0.2919, -0.6722, 0.7733, -0.5103, -0.6392, 0.3599, 0.3669, 0.3475, 0.3713, 0.3791]}

=====

No. 3
{"formula": "C5H9NO", "method": "the ωB97M-V functional and the def2-TZVPD basis", "relative_energy_kj_mol": 252.68, "lumo_ev": 0.17, "charge": 0, "gap_ev": 10.840, "elements": ["C", "C", "C", "C", "O", "C", "N", "H", "H", "H", "H", "H", "H", "H", "H", "H"], "coordinates": [[-0.13510, 1.28276, -0.76804], [0.22743, 0.14223, 0.21075], [1.00762, -0.95536, -0.51259], [-1.01965, -0.35157, 0.91371], [-1.99518, -0.80171, 0.01225], [1.12205, 0.59306, 1.41254], [1.90636, 1.39298, 1.10728], [-0.94867, 0.91718, -1.40602], [-0.49502, 2.17021, -0.23903], [0.70008, 1.58811, -1.40963], [1.90656, -0.55957, -0.99980], [0.37294, -1.39612, -1.28808], [1.31942, -1.73204, 0.19165], [-0.71548, -1.12234, 1.63584], [-1.44233, 0.48738, 1.47984], [-1.76010, -1.70242, -0.23557]], "forces_ev_per_angstrom": [[0.0186, -0.0477, 0.1846], [-0.4357, -0.3751, 0.1440], [-0.0784, -0.1596, 0.0246], [-0.1202, -0.0677, 0.1871], [-0.2880, -0.4519, -0.0587], [0.4240, 1.1987, -2.4918], [0.9853, 0.3278, 1.7446], [0.1789, 0.0555, 0.1257], [0.0510, -0.1643, 0.0002], [-0.0640, -0.1853, 0.2923], [-0.2558, 0.0100, 0.1807], [0.0630, -0.0024, 0.0663], [-0.0566, -0.0147, -0.1279], [-0.1964, -0.0020, -0.0669], [-0.0501, -0.1884, -0.1173], [-0.1756, 0.0671, -0.0874]], "mulliken_charge": [-1.6653, 1.8483, -1.6519, -0.9827, -0.5111, -0.2085, -0.4009, 0.4039, 0.3765, 0.4039, 0.4146, 0.4150, 0.3840, 0.4102, 0.4324, 0.3318]}